Below is a cluster of 10 separate species, C11H9Cl36N4O4S2 in total at a distorted geometry, with properties calculated with ωB97M-V/def2-TZVPD.

## Properties
HOMO energy: -6.04 eV
Net charge: -1
Gap between HOMO and LUMO: 0.275 Eh
M: 1601.66 g mol⁻¹
Lowest unoccupied orbital energy: 0.0527 Ha

Last columns: bonded neighbours and bond lengths (Å).
Cartesian coordinates (Å):
1 N 4.429 -2.200 0.863  C2 1.538, H13 1.053, H14 1.044
2 C 4.093 -0.976 -0.005  N1 1.538, N3 1.512, N4 1.518, C5 1.638
3 N 3.847 -1.507 -1.399  C2 1.512, H15 1.045, H16 1.043
4 N 5.322 -0.087 -0.042  C2 1.518, H17 1.060, H18 1.051
5 C 2.835 -0.175 0.673  C2 1.638, S6 1.869, H19 1.192, H20 1.194
6 S 1.433 0.255 -0.486  C5 1.869, O7 1.579, O8 1.578, N9 1.742
7 O 0.344 0.982 0.395  S6 1.579
8 O 1.981 1.295 -1.539  S6 1.578
9 N 0.782 -1.070 -1.410  S6 1.742, S10 1.743
10 S 0.684 -2.552 -0.498  N9 1.743, O11 1.551, O12 1.579, H21 1.403
11 O -0.731 -2.895 0.036  S10 1.551
12 O 1.044 -3.709 -1.511  S10 1.579
13 H 3.994 -3.066 0.454  N1 1.053
14 H 4.122 -2.058 1.851  N1 1.044
15 H 4.390 -2.376 -1.606  N3 1.045
16 H 3.955 -0.776 -2.134  N3 1.043
17 H 6.119 -0.595 0.438  N4 1.060
18 H 5.596 0.174 -1.023  N4 1.051
19 H 2.418 -0.708 1.654  C5 1.192
20 H 3.276 0.862 1.065  C5 1.194
21 H 1.602 -2.674 0.556  S10 1.403
22 C -3.031 -1.997 3.165  Cl23 1.782, Cl24 1.782, Cl25 1.782, Cl26 1.782
23 Cl -2.114 -2.832 4.444  C22 1.782
24 Cl -4.331 -1.028 3.902  C22 1.782
25 Cl -1.937 -0.926 2.252  C22 1.782
26 Cl -3.741 -3.201 2.060  C22 1.782
27 C -2.431 -2.816 8.852  Cl28 1.782, Cl29 1.782, Cl30 1.782, Cl31 1.782
28 Cl -2.188 -3.861 10.275  C27 1.782
29 Cl -3.774 -3.454 7.870  C27 1.782
30 Cl -2.821 -1.163 9.389  C27 1.782
31 Cl -0.942 -2.788 7.875  C27 1.782
32 C 2.369 5.119 -2.315  Cl33 1.782, Cl34 1.782, Cl35 1.782, Cl36 1.782
33 Cl 2.162 6.298 -0.995  C32 1.782
34 Cl 3.654 3.963 -1.883  C32 1.782
35 Cl 0.841 4.240 -2.571  C32 1.782
36 Cl 2.819 5.975 -3.811  C32 1.782
37 C -4.831 -2.531 -1.865  Cl38 1.782, Cl39 1.782, Cl40 1.782, Cl41 1.782
38 Cl -4.471 -4.074 -1.051  C37 1.782
39 Cl -3.388 -1.486 -1.823  C37 1.782
40 Cl -5.288 -2.845 -3.559  C37 1.782
41 Cl -6.178 -1.718 -1.028  C37 1.782
42 C -4.578 2.135 -0.346  Cl43 1.782, Cl44 1.782, Cl45 1.782, Cl46 1.782
43 Cl -6.054 1.291 -0.877  C42 1.782
44 Cl -3.678 2.712 -1.772  C42 1.782
45 Cl -5.022 3.523 0.678  C42 1.782
46 Cl -3.555 1.013 0.587  C42 1.782
47 C -9.078 -0.885 -4.722  Cl48 1.782, Cl49 1.782, Cl50 1.782, Cl51 1.782
48 Cl -8.795 0.325 -5.999  C47 1.782
49 Cl -8.127 -0.456 -3.277  C47 1.782
50 Cl -10.810 -0.916 -4.305  C47 1.782
51 Cl -8.578 -2.492 -5.306  C47 1.782
52 C 2.790 -6.464 -3.901  Cl53 1.782, Cl54 1.782, Cl55 1.782, Cl56 1.782
53 Cl 2.696 -6.136 -5.650  C52 1.782
54 Cl 1.157 -6.383 -3.193  C52 1.782
55 Cl 3.472 -8.089 -3.637  C52 1.782
56 Cl 3.835 -5.248 -3.124  C52 1.782
57 C 7.290 4.979 -0.098  Cl58 1.782, Cl59 1.782, Cl60 1.782, Cl61 1.782
58 Cl 6.525 3.381 0.092  C57 1.782
59 Cl 6.030 6.218 -0.323  C57 1.782
60 Cl 8.242 5.358 1.360  C57 1.782
61 Cl 8.364 4.958 -1.519  C57 1.782
62 C -0.810 7.231 1.963  Cl63 1.782, Cl64 1.782, Cl65 1.782, Cl66 1.782
63 Cl -0.970 6.908 3.708  C62 1.782
64 Cl -0.528 5.699 1.098  C62 1.782
65 Cl -2.306 7.987 1.360  C62 1.782
66 Cl 0.565 8.331 1.687  C62 1.782